C2H3BrO3S in the gas phase at a distorted geometry. Source: the Open Molecules 2025 dataset; level of theory: the ωB97M-V functional and the def2-TZVPD basis.

```
10
Properties=species:S:1:pos:R:3:forces:R:3
C 0.8333 -0.1084 -0.2231 0.51 -0.58 0.62
C 1.9602 0.5588 -0.4963 -1.06 -0.25 -0.06
O -1.5621 -1.5955 0.6641 -0.02 -0.29 0.08
O -2.7173 0.5718 0.3280 0.27 -0.49 -1.19
O -0.3955 0.2319 -0.6848 -1.32 0.25 -0.40
S -1.8820 -0.6495 -0.3674 1.22 1.52 0.61
Br 3.6062 -0.0432 0.1836 0.02 0.00 0.03
H 0.8523 -0.9881 0.4175 0.03 0.05 -0.05
H -2.7052 0.5804 1.2904 0.38 -0.24 0.39
H 2.0102 1.4416 -1.1120 -0.02 0.03 -0.02
```
Forces are in eV/Å.

The frontier orbital gap is 0.345 hartree. The value obtained for the LUMO energy is 0.50 eV.

=====

C2H3BrS in the gas phase at a distorted geometry. Source: the Open Molecules 2025 dataset; level of theory: the ωB97M-V functional and the def2-TZVPD basis.

```
7
Properties=species:S:1:pos:R:3:forces:R:3
S -1.5788 -1.3552 1.2496 1.53 2.02 -1.00
C -0.7246 -0.0749 0.6177 -0.49 -1.82 -0.84
C 0.4530 -0.0959 -0.3163 1.40 -1.30 -2.45
Br 0.8456 1.7056 -1.3334 -0.63 -1.61 1.12
H -0.9349 0.9602 0.7187 -0.94 0.85 1.01
H 1.3688 -0.2474 0.2505 0.07 0.27 0.21
H 0.5709 -0.8924 -1.1869 -0.94 1.59 1.94
```
Forces are in eV/Å.

The frontier orbital gap (alpha / beta) is 0.309 / 0.309 hartree. As for the SMILES: S=CCBr. The value obtained for the LUMO energy (alpha / beta) is -0.99 / -0.99 eV.

=====

2 unconnected molecules or ions with the total composition C2H3BrS at a distorted geometry. Source: the Open Molecules 2025 dataset; level of theory: the ωB97M-V functional and the def2-TZVPD basis.

```
7
Properties=species:S:1:pos:R:3:forces:R:3
C -0.6943 -0.8431 0.2067 -0.32 -0.48 -0.14
C -0.8850 -0.1155 -0.8346 -0.32 1.81 -1.22
S -1.1634 0.9397 -1.9569 0.10 -0.63 0.20
H 0.2929 -0.9955 0.5575 0.61 -0.32 0.50
H -1.5681 -1.3386 0.5676 -0.21 -0.46 0.59
Br 1.9145 1.7129 0.2655 0.15 -0.22 0.27
H 2.1034 0.6400 1.1942 0.00 0.31 -0.20
```
Forces are in eV/Å.

The frontier orbital gap is 0.317 hartree. As for the SMILES: C=C=S.Br. The value obtained for the LUMO energy is -0.08 eV.

=====

The records above give, respectively, energy values of -89141.0852, -82998.8227, -82998.6854 eV.
The records above give, respectively, energy above the lowest of the compared OMol25 structures with the same formula, charge and spin values of 40.77, 71.24, 84.49 kJ/mol.